Record 1
{
  "formula": "C16H11AuBBrF8N3O6S2",
  "method": "ωB97M-V with the def2-TZVPD basis set",
  "symbols": ["Au", "F", "C", "F", "F", "S", "O", "O", "N", "S", "O", "O", "C", "F", "F", "F", "C", "O", "C", "C", "C", "Br", "C", "C", "C", "O", "C", "N", "C", "C", "C", "C", "C", "C", "N", "H", "H", "H", "H", "H", "H", "H", "H", "H", "H", "H", "F", "B", "F"],
  "positions_angstrom": [[0.234, -0.552, -0.817], [5.403, 0.309, 1.247], [4.817, -0.807, 0.839], [5.162, -1.025, -0.420], [5.219, -1.809, 1.594], [2.943, -0.600, 0.918], [2.593, 0.400, -0.043], [2.484, -1.963, 0.493], [2.648, -0.288, 2.398], [1.184, 0.256, 2.739], [0.298, 0.149, 1.608], [0.695, -0.120, 4.008], [1.580, 2.103, 2.818], [2.245, 2.462, 1.716], [2.327, 2.406, 3.863], [0.466, 2.845, 2.851], [-3.172, -0.793, 0.078], [-2.200, 0.217, -0.124], [-2.567, 1.497, -0.122], [-3.874, 1.947, -0.064], [-4.145, 3.316, -0.044], [-5.940, 3.894, -0.007], [-3.131, 4.259, -0.037], [-1.804, 3.845, -0.097], [-1.492, 2.454, -0.185], [-0.276, 2.018, -0.344], [-0.707, 4.776, -0.076], [0.564, 4.386, -0.110], [1.319, 5.504, -0.049], [2.713, 5.668, -0.032], [3.192, 6.955, 0.013], [2.332, 8.069, 0.041], [0.955, 7.933, 0.046], [0.457, 6.643, 0.006], [-0.813, 6.133, -0.008], [-3.752, -0.594, 0.981], [-2.616, -1.720, 0.201], [-3.841, -0.869, -0.783], [-4.705, 1.262, -0.040], [-3.385, 5.306, 0.009], [0.397, 2.792, -0.278], [3.359, 4.807, -0.048], [4.256, 7.129, 0.026], [2.763, 9.058, 0.060], [0.305, 8.793, 0.076], [-1.661, 6.673, 0.033], [1.288, -3.388, -0.884], [1.129, -2.400, 0.014], [0.358, -2.771, 1.065]],
  "homo_lumo_gap_ev": [3.068, 3.370],
  "fmax_ev_per_a": 4.3,
  "total_charge": 1,
  "spin_multiplicity": 1,
  "energy_ha": -5561.66203
}

***

Record 2
{
  "formula": "C11H11N2O6S",
  "method": "ωB97M-V with the def2-TZVPD basis set",
  "symbols": ["C", "C", "C", "C", "C", "N", "C", "C", "O", "O", "N", "C", "O", "C", "C", "O", "C", "S", "O", "O", "H", "H", "H", "H", "H", "H", "H", "H", "H", "H", "H"],
  "positions_angstrom": [[-0.267, -1.999, 0.159], [0.022, -0.482, 0.278], [-0.977, 0.058, 1.298], [-1.109, -0.262, 2.651], [-0.285, -1.136, 3.395], [0.402, -1.906, 3.959], [-0.178, 0.333, -1.073], [0.122, -0.513, -2.325], [-0.910, -0.968, -2.925], [1.298, -0.622, -2.750], [0.709, 1.498, -1.092], [0.411, 2.712, -0.530], [-0.719, 3.097, -0.197], [1.708, 2.800, 0.207], [1.759, 3.134, 1.713], [0.827, 2.394, 2.494], [1.967, 1.375, -0.360], [1.782, -0.102, 0.673], [2.684, -1.170, 0.200], [2.082, 0.204, 2.095], [0.029, -2.535, 1.053], [-1.306, -2.137, -0.121], [0.347, -2.429, -0.700], [-1.685, 0.801, 0.962], [-1.839, 0.271, 3.231], [-1.250, 0.596, -1.231], [2.379, 3.508, -0.299], [2.761, 2.914, 2.070], [1.543, 4.188, 1.866], [1.201, 1.479, 2.639], [2.897, 1.302, -0.936]],
  "homo_lumo_gap_ev": 7.418,
  "fmax_ev_per_a": 5.5,
  "total_charge": -1,
  "de_lowest_ev": 0.1865,
  "spin_multiplicity": 1,
  "smiles": "C[C@]1(/C=C\\C#N)[C@H](C(=O)[O-])N2C(=O)[C@@H](CO)[C@H]2S1(=O)=O",
  "energy_ha": -1384.89400
}

***

Record 3
{
  "formula": "C6H14",
  "method": "ωB97M-V with the def2-TZVPD basis set",
  "symbols": ["C", "C", "C", "C", "H", "H", "H", "H", "H", "H", "H", "H", "C", "C", "H", "H", "H", "H", "H", "H"],
  "positions_angstrom": [[-1.307, -1.397, 0.819], [-0.601, -0.257, 0.906], [-1.162, 1.206, 0.173], [-0.575, 2.443, 0.817], [-1.222, -2.144, 1.599], [-1.909, -1.637, -0.049], [-0.054, -0.026, 1.814], [-1.007, 1.187, -0.909], [-2.240, 1.157, 0.331], [-1.012, 3.350, 0.386], [0.509, 2.492, 0.670], [-0.775, 2.463, 1.892], [1.602, -0.566, -0.591], [1.288, -1.698, -1.532], [2.188, 0.228, -1.059], [2.134, -0.904, 0.299], [0.533, 0.081, -0.246], [2.201, -2.144, -1.939], [0.728, -2.479, -1.007], [0.680, -1.355, -2.375]],
  "homo_lumo_gap_ev": 9.897,
  "fmax_ev_per_a": 4.6,
  "de_lowest_ev": 3.0407,
  "spin_multiplicity": 1,
  "smiles": "C=CCC.CC",
  "energy_ha": -236.89966
}

***

Record 4
{
  "formula": "C16H34N3O25PbS5",
  "method": "ωB97M-V with the def2-TZVPD basis set",
  "symbols": ["Pb", "N", "O", "O", "O", "C", "C", "O", "S", "O", "O", "O", "H", "H", "H", "H", "C", "C", "O", "S", "O", "O", "O", "H", "H", "H", "H", "C", "C", "O", "S", "O", "O", "O", "H", "H", "H", "H", "C", "C", "O", "S", "O", "O", "O", "H", "H", "H", "H", "C", "C", "O", "S", "O", "O", "O", "H", "H", "H", "H", "C", "C", "O", "N", "C", "H", "H", "H", "H", "H", "H", "H", "C", "C", "O", "N", "C", "H", "H", "H", "H", "H", "H", "H"],
  "positions_angstrom": [[0.831, 5.020, 2.300], [0.923, 0.263, 1.170], [0.420, 0.718, 2.182], [0.622, -0.814, 0.711], [1.599, 1.023, 0.556], [-2.885, -4.845, -4.208], [-2.851, -4.996, -2.736], [-3.919, -4.250, -2.239], [-4.796, -3.411, -3.345], [-4.711, -1.953, -3.248], [-6.110, -4.035, -3.545], [-3.773, -3.725, -4.429], [-3.196, -5.769, -4.695], [-1.955, -4.503, -4.663], [-1.963, -4.526, -2.313], [-2.754, -6.022, -2.382], [-2.951, -5.690, 4.163], [-1.655, -6.417, 4.677], [-1.859, -6.861, 5.961], [-3.384, -6.426, 6.612], [-3.354, -5.638, 7.852], [-4.401, -7.441, 6.416], [-3.538, -5.363, 5.427], [-3.690, -6.233, 3.574], [-2.804, -4.792, 3.563], [-0.828, -5.710, 4.608], [-1.486, -7.240, 3.983], [-0.345, 0.579, -5.842], [-1.332, 1.049, -6.933], [-0.970, 0.108, -7.920], [0.691, 0.008, -7.969], [1.203, 1.243, -8.532], [1.198, -1.265, -8.526], [0.892, 0.122, -6.377], [-0.808, -0.311, -5.416], [-0.267, 1.138, -4.910], [-1.248, 2.022, -7.417], [-2.373, 1.039, -6.610], [-5.717, 0.708, 4.169], [-6.856, 0.729, 3.188], [-8.012, 0.866, 3.941], [-7.781, 0.073, 5.476], [-8.301, -1.302, 5.608], [-8.044, 1.037, 6.550], [-6.105, -0.031, 5.251], [-5.267, 1.696, 4.270], [-4.945, 0.122, 3.670], [-6.800, -0.240, 2.692], [-6.950, 1.461, 2.386], [6.722, -2.110, -3.902], [6.619, -0.549, -3.658], [7.686, 0.099, -4.417], [8.354, -1.017, -5.432], [9.599, -1.634, -4.894], [8.355, -0.635, -6.808], [7.167, -2.235, -5.204], [5.684, -2.423, -4.010], [7.200, -2.772, -3.180], [6.502, -0.139, -2.655], [5.668, -0.248, -4.098], [2.634, 4.009, 9.193], [1.578, 3.245, 8.417], [1.274, 3.473, 7.248], [0.902, 2.422, 9.171], [-0.039, 1.342, 8.605], [3.514, 3.367, 9.225], [2.485, 4.202, 10.255], [2.808, 4.924, 8.626], [1.170, 2.336, 10.141], [0.289, 0.871, 7.678], [-1.040, 1.749, 8.465], [-0.077, 0.595, 9.398], [5.124, 6.936, -3.604], [3.682, 6.451, -3.536], [3.166, 6.105, -2.510], [2.850, 6.463, -4.582], [3.449, 6.559, -5.983], [5.786, 6.073, -3.523], [5.481, 7.595, -2.812], [5.433, 7.537, -4.459], [1.861, 6.280, -4.487], [2.819, 7.160, -6.638], [3.551, 5.622, -6.531], [4.349, 7.136, -6.194]],
  "homo_lumo_gap_ev": 3.065,
  "fmax_ev_per_a": 5.4,
  "total_charge": 1,
  "spin_multiplicity": 1,
  "energy_ha": -4858.19760
}

***

Record 5
{
  "formula": "C10H17NOSi",
  "method": "ωB97M-V with the def2-TZVPD basis set",
  "symbols": ["C", "C", "C", "C", "C", "C", "C", "C", "C", "C", "N", "O", "Si", "H", "H", "H", "H", "H", "H", "H", "H", "H", "H", "H", "H", "H", "H", "H", "H", "H"],
  "positions_angstrom": [[3.039, -0.063, -0.463], [2.754, -0.324, -1.791], [1.763, -0.129, 0.316], [0.821, -0.664, -0.500], [-1.909, 1.441, -1.713], [1.294, -0.788, -1.886], [1.534, 1.842, 1.840], [-2.729, -2.070, -0.781], [-1.898, -0.561, 1.780], [1.823, 0.284, 1.736], [-2.195, 0.975, -0.510], [-1.502, 0.741, -2.581], [-1.741, -0.647, -0.036], [3.872, 0.305, -0.047], [3.317, -0.378, -2.702], [-2.150, 2.624, -1.880], [0.751, -0.087, -2.592], [1.351, -1.877, -2.209], [2.286, 2.391, 1.339], [1.611, 2.045, 2.874], [0.576, 2.253, 1.333], [-3.547, -2.351, -0.114], [-3.112, -1.794, -1.796], [-2.151, -3.091, -0.891], [-0.868, -0.565, 2.005], [-2.329, 0.349, 2.102], [-2.430, -1.334, 2.377], [1.158, -0.169, 2.357], [2.813, -0.064, 2.169], [-2.202, 1.708, 0.265]],
  "homo_lumo_gap_ev": 8.471,
  "fmax_ev_per_a": 5.7,
  "de_lowest_ev": 2.2412,
  "spin_multiplicity": 1,
  "energy_ha": -810.62787
}

***

Record 6
{
  "formula": "C12H11F2NPd",
  "method": "ωB97M-V with the def2-TZVPD basis set",
  "symbols": ["Pd", "C", "H", "H", "H", "H", "H", "F", "C", "C", "C", "C", "C", "F", "C", "C", "C", "C", "C", "C", "N", "H", "H", "H", "H", "H", "H"],
  "positions_angstrom": [[0.776, -1.056, 0.116], [1.172, -4.311, -3.116], [1.336, -3.476, -2.358], [0.785, -3.736, -3.981], [0.456, -4.998, -2.630], [2.207, -4.597, -3.111], [2.391, -0.721, 0.121], [-0.171, 2.338, -4.005], [-0.268, 2.047, -2.654], [0.048, 0.746, -2.228], [-0.050, 0.505, -0.859], [-0.580, 1.386, 0.104], [-0.788, 2.705, -0.382], [-1.120, 3.728, 0.488], [-0.655, 3.029, -1.737], [-0.727, 0.864, 1.453], [-0.834, 1.574, 2.670], [-0.709, 0.919, 3.908], [-0.328, -0.426, 3.916], [-0.180, -1.087, 2.709], [-0.439, -0.449, 1.581], [0.333, -0.042, -2.925], [-0.867, 4.034, -2.098], [-1.022, 2.642, 2.699], [-0.900, 1.416, 4.880], [-0.154, -0.985, 4.823], [0.289, -2.050, 2.616]],
  "homo_lumo_gap_ev": [6.626, 7.256],
  "fmax_ev_per_a": 3.2,
  "spin_multiplicity": 3,
  "energy_ha": -846.07249
}